ORCA calculation (ωB97M-V with the def2-TZVPD basis set) on a gas-phase ion, C8H14N3O (charge +1) in a non-equilibrium geometry.

The value obtained for the energy is -15028.03506 eV. As for the net charge: +1. The value obtained for the gap between HOMO and LUMO is 6.82 eV. Its HOMO energy is -11.4 eV.

```
26
Properties=species:S:1:pos:R:3:forces:R:3:mulliken_charge:R:1
C -0.60334 1.47164 -1.03872 1.85 0.87 0.49 -0.73
C 0.56711 1.29693 -0.47045 0.29 -2.03 1.86 0.74
C 2.24080 -0.36335 0.05235 0.53 0.48 0.42 0.58
C -1.93565 1.15027 -0.45411 -1.40 -2.05 0.48 -0.46
C 1.62470 -1.40199 -0.78700 -0.86 -2.35 -2.28 -0.86
C 0.12200 -1.83516 -0.76644 -0.64 2.27 0.44 -0.34
C -0.45627 -1.73592 0.63891 -4.48 1.23 -1.59 -0.86
C 2.40436 2.00564 0.88596 0.83 1.00 1.42 -0.85
N 1.71162 1.01221 0.09067 -1.93 0.90 -3.11 0.11
N -0.61845 -0.40024 1.21626 1.02 0.93 0.23 -0.73
N -1.81410 0.31441 0.93519 -0.69 -2.01 -1.40 -0.02
O 3.19798 -0.51188 0.74115 0.05 -0.29 0.00 -0.47
H -0.52807 2.15196 -1.90583 -0.42 -0.68 0.02 0.42
H -2.38552 2.05900 -0.06621 -0.53 0.18 -0.74 0.39
H -2.60579 0.50692 -1.20440 1.39 1.71 1.64 0.30
H 1.76021 -1.26438 -1.92331 0.69 0.15 1.80 0.29
H 2.08674 -2.36400 -0.48361 0.61 0.93 -0.32 0.37
H -0.41529 -1.05865 -1.43197 0.32 -2.20 0.42 0.17
H 0.10824 -2.93529 -0.92121 -0.27 0.94 -1.18 0.39
H -1.53423 -2.24039 0.62766 2.03 0.42 0.09 0.31
H 0.21862 -2.31703 1.17093 0.86 -0.88 2.09 0.52
H 3.44204 2.40414 0.49959 -2.34 -0.93 0.27 0.27
H 1.62204 2.79761 1.04636 1.31 -0.42 -0.02 0.33
H 2.59916 1.45803 1.83343 0.01 0.80 -0.38 0.37
H -1.99857 0.91624 1.71654 0.84 1.11 0.36 0.35
H -2.71042 -0.24762 1.06563 0.93 -0.07 -1.04 0.40
```
Positions in Å, forces in eV/Å.

***

ORCA calculation (ωB97M-V with the def2-TZVPD basis set) on a gas-phase ion, C8H14N3O (charge +1) in a non-equilibrium geometry.

The value obtained for the energy is -15028.17480 eV. As for the net charge: +1. The value obtained for the gap between HOMO and LUMO (alpha / beta) is 6.84 / 8.64 eV. Its HOMO energy (alpha / beta) is -11.4 / -12.3 eV.

```
26
Properties=species:S:1:pos:R:3:forces:R:3:mulliken_charge:R:1
C -1.09039 -1.64200 0.29601 1.01 -0.94 0.05 -0.24
C -2.70867 0.04719 -0.15312 -0.77 0.82 0.64 0.80
C -2.17300 -1.24235 -0.68897 0.67 -2.25 -0.54 -0.49
C 1.27503 0.92199 0.58061 0.60 -2.42 3.51 -0.82
C 0.24516 1.86551 0.06110 -0.24 2.93 -3.14 -0.42
C -2.01404 1.31063 -0.22724 -1.11 -0.08 1.64 -0.51
C 1.05423 -1.24755 -0.66702 -0.97 1.25 -0.67 -0.38
C 3.27229 -0.60824 0.17482 0.96 -1.07 0.55 -0.91
N 0.19997 -1.57410 0.28846 -0.01 0.36 0.31 -0.34
N -3.73074 -0.14118 0.58851 0.80 -3.71 -1.49 -0.66
N 2.00127 -0.10506 -0.31534 -2.11 1.55 -3.08 0.07
O -0.77267 1.21516 -0.68386 1.13 -0.31 -0.48 -0.18
H -1.41490 -2.12439 1.20620 -0.66 0.10 0.19 0.48
H -1.80455 -1.23443 -1.75514 -0.43 0.13 1.12 0.28
H -2.97866 -2.09066 -0.50508 1.42 2.06 -0.78 0.32
H 2.08322 1.47286 1.05758 -0.05 0.22 0.05 0.48
H 0.85542 0.19033 1.37560 0.49 1.59 -1.02 0.41
H -0.30461 2.58056 0.78705 1.68 -1.37 -0.48 0.46
H 0.72071 2.56100 -0.77756 -0.52 -1.07 1.92 0.22
H -2.23296 2.17942 0.50264 0.02 -1.49 -1.42 0.24
H 0.69631 -1.18314 -1.68088 0.40 -0.18 -0.62 0.39
H 3.66099 -1.50765 -0.35081 -0.80 0.71 -0.19 0.35
H 3.96556 0.18258 0.01433 0.87 0.52 0.51 0.42
H 3.16119 -0.93876 1.20227 0.06 0.39 0.25 0.37
H -4.18172 0.62489 0.87312 -1.89 4.05 1.78 0.22
H 2.21556 0.48740 -1.20326 -0.55 -1.79 1.39 0.43
```
Positions in Å, forces in eV/Å.

***

ORCA calculation (ωB97M-V with the def2-TZVPD basis set) on a gas-phase ion, C8H14N3O2S (charge +1) in a non-equilibrium geometry.

The value obtained for the energy is -27914.14189 eV. As for the net charge: +1. The value obtained for the gap between HOMO and LUMO is 8.27 eV. Its HOMO energy is -12.0 eV.

```
28
Properties=species:S:1:pos:R:3:forces:R:3:mulliken_charge:R:1
C -0.36960 2.84926 -0.04377 -1.00 -0.27 2.34 0.51
C 1.40048 -1.60886 -0.15088 -0.12 1.98 -0.84 0.51
C -1.60293 -1.14855 -0.52424 -1.04 -2.87 1.05 -0.54
C -2.55063 -0.08793 0.06006 0.89 -0.19 0.98 -0.58
C -0.45794 -0.59191 -1.45135 -2.93 -0.20 0.86 -0.52
C -1.67854 0.66127 1.07730 3.26 -0.44 -2.08 -0.21
C 0.47847 0.61349 0.27532 -0.76 -0.36 4.51 -0.80
C 3.09073 -2.24300 1.32901 4.78 1.95 -1.27 -0.73
N 0.68444 -0.42690 -0.57685 0.40 -0.13 -0.57 0.19
N 0.56024 1.93344 -0.27992 -0.80 1.35 -0.17 -0.12
N -0.23663 4.16225 -0.31478 0.61 -1.90 -0.57 -0.41
O 1.29229 -2.65668 -0.70125 -0.05 -0.34 0.28 -0.51
O 2.25032 -1.22579 0.80348 -0.37 -0.68 0.23 -0.33
S -1.63099 2.42081 1.13921 -0.47 0.20 -0.38 -0.14
H -1.16400 -1.74801 0.42515 -0.74 0.98 -2.44 0.22
H -2.25215 -1.88044 -1.13446 1.11 0.92 0.99 0.35
H -3.00662 0.34526 -0.82428 -0.06 1.16 0.40 0.35
H -3.33352 -0.41049 0.76436 -0.20 -0.81 -0.97 0.34
H -0.31461 -1.35480 -2.21320 0.45 0.51 -0.19 0.48
H -0.93015 0.40377 -1.83815 1.67 -1.61 0.25 0.26
H -1.51473 -0.01313 1.97372 -0.09 1.63 -0.74 0.43
H 1.00358 0.45396 1.31569 -0.90 0.78 -2.33 0.49
H 3.58847 -1.84533 2.25012 -0.81 -0.39 -0.82 0.26
H 3.96209 -2.47877 0.56892 -1.53 0.84 1.27 0.28
H 2.69464 -3.16962 1.43165 -2.05 -2.46 0.71 0.38
H 1.43611 2.39605 -0.46130 0.80 -0.71 -0.44 0.32
H 0.61562 4.30541 -0.84742 -0.48 1.03 -0.18 0.23
H -1.07881 4.70581 -0.48334 0.42 0.05 0.11 0.30
```
Positions in Å, forces in eV/Å.

***

ORCA calculation (ωB97M-V with the def2-TZVPD basis set) on a gas-phase ion, C8H14NO (charge +1) in a non-equilibrium geometry.

The value obtained for the energy is -12051.25245 eV. As for the net charge: +1. The value obtained for the gap between HOMO and LUMO is 11.00 eV. Its structure (SMILES) is C[n+]1occc1C(C)(C)C. Its HOMO energy is -15.0 eV.

```
24
Properties=species:S:1:pos:R:3:forces:R:3:mulliken_charge:R:1
C -1.32789 1.18065 1.02285 0.05 1.57 0.87 -0.30
C -2.52254 0.59032 1.37323 3.45 -0.60 -2.25 -0.56
C -0.56413 0.16669 0.36665 -0.55 1.26 0.74 -0.34
C 1.34194 1.67777 0.34329 1.23 0.37 0.94 -1.94
C 0.61256 0.44459 -1.76804 -0.85 1.04 -2.86 -1.42
C 1.70485 -0.73555 0.17939 0.50 -1.27 0.68 -1.39
C -0.94997 -2.23811 -0.20234 -4.33 0.75 -2.54 -0.90
C 0.79513 0.35332 -0.24620 -1.18 1.88 -0.15 2.54
N -1.26162 -0.93133 0.38799 -0.93 0.22 -0.28 0.43
O -2.53461 -0.69174 0.95118 1.12 -0.49 -0.23 -0.32
H -0.93461 2.25313 1.26132 -1.22 -2.39 -0.63 0.35
H -3.41286 0.96580 1.71498 -1.92 0.60 1.12 0.52
H 2.44331 1.54686 0.30370 -0.59 0.56 -0.04 0.38
H 1.10570 2.59256 -0.21118 -0.24 -0.33 0.04 0.42
H 1.11639 1.86439 1.44240 0.21 -0.51 -1.35 0.46
H 1.09616 1.39523 -2.19328 -0.89 -1.21 0.75 0.36
H 1.13313 -0.35085 -2.34195 -0.28 0.17 0.67 0.33
H -0.50444 0.42269 -2.19916 2.31 0.20 1.26 0.28
H 2.77275 -0.32746 0.17393 -1.41 -1.29 -0.26 0.38
H 1.38376 -0.89881 1.25441 1.04 -0.57 -1.01 0.33
H 1.47286 -1.62372 -0.50636 1.13 0.94 1.42 0.35
H -0.29572 -2.71887 0.41140 2.07 -1.40 1.22 0.41
H -1.93341 -2.78684 -0.20110 0.98 0.36 0.21 0.29
H -0.73673 -2.15071 -1.31713 0.32 0.12 1.66 0.33
```
Positions in Å, forces in eV/Å.

***

The records above give, respectively, energy above the lowest of the compared OMol25 structures with the same formula, charge and spin values of 144.24, 141.02, 25.50, 69.97 kcal per mole.